Record 1
{"formula": "C38H78BrN10O", "method": "the ωB97M-V functional and the def2-TZVPD basis", "lumo_energy_ev": [-12.6, -18.6], "homo_energy_ev": [-22.828, -22.820], "total_charge": 6, "fmax_ev_per_a": 4.48, "s2": 0.754, "multiplicity": 2, "symbols": ["C", "C", "N", "C", "C", "N", "C", "C", "H", "H", "H", "H", "H", "H", "H", "H", "H", "H", "H", "C", "C", "N", "C", "C", "N", "C", "C", "H", "H", "H", "H", "H", "H", "H", "H", "H", "H", "H", "C", "C", "N", "C", "C", "N", "C", "C", "H", "H", "H", "H", "H", "H", "H", "H", "H", "H", "H", "C", "C", "N", "C", "C", "N", "C", "C", "H", "H", "H", "H", "H", "H", "H", "H", "H", "H", "H", "C", "C", "C", "C", "N", "C", "C", "C", "C", "C", "H", "H", "H", "H", "H", "H", "H", "H", "H", "H", "H", "H", "H", "H", "H", "H", "H", "H", "H", "H", "C", "N", "C", "C", "C", "C", "O", "H", "H", "H", "H", "H", "H", "H", "H", "H", "H", "H", "H", "H", "H", "Br"], "positions_angstrom": [[-1.043, -26.934, 10.429], [-0.035, -26.595, 9.342], [0.771, -27.769, 8.898], [1.103, -28.894, 9.670], [1.808, -29.670, 8.838], [2.142, -28.984, 7.659], [1.534, -27.810, 7.742], [2.784, -29.566, 6.411], [-1.851, -27.608, 10.146], [-1.580, -26.070, 10.819], [-0.755, -27.387, 11.378], [0.665, -25.873, 9.761], [-0.553, -26.114, 8.512], [0.649, -29.033, 10.640], [2.117, -30.689, 9.015], [1.578, -27.031, 6.995], [3.821, -29.875, 6.546], [2.715, -28.873, 5.573], [2.214, -30.487, 6.288], [3.954, -18.343, 6.541], [3.906, -19.796, 7.156], [2.743, -20.607, 6.696], [2.674, -21.338, 5.528], [1.394, -21.857, 5.453], [0.649, -21.521, 6.573], [1.545, -20.832, 7.394], [-0.709, -21.983, 6.806], [3.702, -18.233, 5.486], [5.012, -18.080, 6.552], [3.324, -17.703, 7.159], [4.011, -19.712, 8.238], [4.789, -20.319, 6.789], [3.584, -21.403, 4.951], [0.923, -22.498, 4.722], [1.332, -20.445, 8.379], [-1.274, -21.718, 5.912], [-1.032, -21.376, 7.652], [-0.828, -23.064, 6.882], [4.068, -25.141, 7.288], [4.620, -24.781, 5.879], [5.025, -25.982, 5.205], [4.285, -26.718, 4.336], [4.937, -27.850, 4.075], [6.159, -27.815, 4.675], [6.173, -26.727, 5.466], [7.110, -28.896, 4.781], [4.046, -24.384, 8.072], [4.620, -25.995, 7.683], [3.022, -25.443, 7.319], [5.589, -24.291, 5.975], [3.864, -24.208, 5.343], [3.303, -26.402, 4.016], [4.736, -28.651, 3.378], [7.029, -26.550, 6.100], [7.977, -28.661, 5.399], [7.539, -29.097, 3.800], [6.668, -29.833, 5.120], [-2.811, -28.659, 7.118], [-3.549, -27.346, 6.696], [-3.454, -27.178, 5.196], [-4.139, -27.815, 4.231], [-3.888, -27.236, 3.025], [-2.926, -26.278, 3.221], [-2.762, -26.229, 4.545], [-2.444, -25.391, 2.244], [-1.771, -28.758, 6.807], [-3.290, -29.523, 6.658], [-2.879, -28.825, 8.193], [-3.279, -26.478, 7.297], [-4.600, -27.472, 6.957], [-4.839, -28.608, 4.449], [-4.270, -27.467, 2.042], [-2.045, -25.610, 5.064], [-3.033, -25.343, 1.328], [-1.537, -25.802, 1.802], [-2.395, -24.443, 2.779], [-0.457, -28.893, 3.813], [0.708, -29.255, 2.921], [0.457, -29.798, 1.525], [1.683, -30.218, 0.638], [1.313, -30.542, -0.838], [2.619, -30.841, -1.701], [2.343, -30.380, -3.113], [1.123, -29.494, -3.076], [0.841, -29.301, -1.539], [0.300, -31.729, -1.138], [-0.962, -29.770, 4.218], [-1.043, -28.252, 3.155], [-0.089, -28.222, 4.589], [1.268, -29.935, 3.563], [1.396, -28.417, 2.809], [-0.064, -29.036, 0.944], [-0.253, -30.624, 1.532], [2.202, -31.094, 1.028], [2.309, -29.340, 0.482], [2.847, -31.904, -1.630], [3.418, -30.313, -1.181], [2.068, -31.213, -3.759], [3.112, -29.716, -3.508], [0.262, -29.932, -3.582], [1.270, -28.523, -3.547], [-0.212, -29.125, -1.320], [1.585, -28.551, -1.270], [-0.592, -31.315, -0.667], [0.648, -32.573, -0.543], [0.088, -31.891, -2.195], [0.906, -23.861, 1.228], [1.978, -24.802, 0.810], [1.376, -26.230, 1.156], [2.205, -24.775, -0.781], [3.298, -24.495, 1.541], [4.464, -25.401, 1.300], [4.269, -26.766, 1.338], [1.345, -22.864, 1.264], [0.752, -24.131, 2.273], [0.016, -23.994, 0.614], [1.950, -26.937, 0.557], [0.308, -26.294, 0.950], [1.694, -26.345, 2.193], [2.646, -23.818, -1.063], [1.182, -24.847, -1.151], [2.839, -25.591, -1.125], [2.909, -24.450, 2.559], [3.625, -23.508, 1.213], [5.189, -25.003, 2.011], [4.938, -25.213, 0.337], [4.705, -27.165, 0.581], [0.855, -25.414, 4.885]], "lowdin_spin": [0.000, 0.000, 0.000, 0.000, 0.000, 0.000, 0.000, 0.000, 0.000, 0.000, 0.000, 0.000, 0.000, 0.000, 0.000, -0.001, 0.000, 0.000, 0.000, 0.000, 0.000, 0.006, 0.035, 0.033, -0.002, 0.031, 0.000, 0.000, 0.000, 0.000, 0.000, 0.000, 0.001, 0.005, 0.001, 0.000, 0.000, 0.000, 0.002, 0.001, 0.000, -0.001, 0.000, 0.000, 0.000, 0.000, 0.000, 0.000, 0.002, 0.000, 0.002, -0.001, 0.000, 0.000, 0.000, 0.000, 0.000, 0.000, 0.000, 0.001, 0.003, 0.003, 0.001, 0.003, 0.000, 0.000, 0.000, 0.000, 0.000, 0.000, 0.000, 0.000, 0.001, 0.000, 0.000, 0.000, 0.014, 0.001, 0.000, 0.000, 0.000, 0.000, 0.000, 0.000, 0.000, 0.000, 0.001, 0.000, 0.015, 0.000, 0.001, 0.000, 0.000, 0.000, 0.000, 0.000, 0.000, 0.000, 0.000, 0.000, 0.000, 0.000, 0.000, 0.000, 0.000, 0.000, -0.001, 0.000, 0.002, 0.000, 0.000, 0.000, 0.000, 0.000, -0.001, 0.000, 0.000, 0.000, 0.003, 0.000, 0.000, 0.000, 0.000, 0.000, 0.000, 0.000, 0.000, 0.834]}



Record 2
{"formula": "C38H79N5O4", "method": "the ωB97M-V functional and the def2-TZVPD basis", "lumo_energy_ev": 0.4, "smiles": "CC1(C)CCCC(C)(C)N1O.CC1(C)CCCC(C)(C)N1O.CC1(C)CCCC(C)(C)N1O.CC1(C)CCCC(C)(C)N1O.CC#N", "homo_energy_ev": -8.469, "total_charge": 0, "fmax_ev_per_a": 2.32, "symbols": ["C", "C", "C", "C", "C", "C", "C", "C", "C", "N", "O", "H", "H", "H", "H", "H", "H", "H", "H", "H", "H", "H", "H", "H", "H", "H", "H", "H", "H", "H", "C", "C", "C", "C", "C", "C", "C", "C", "C", "N", "O", "H", "H", "H", "H", "H", "H", "H", "H", "H", "H", "H", "H", "H", "H", "H", "H", "H", "H", "H", "C", "C", "C", "C", "C", "C", "C", "C", "C", "N", "O", "H", "H", "H", "H", "H", "H", "H", "H", "H", "H", "H", "H", "H", "H", "H", "H", "H", "H", "H", "C", "C", "C", "C", "C", "C", "C", "C", "C", "N", "O", "H", "H", "H", "H", "H", "H", "H", "H", "H", "H", "H", "H", "H", "H", "H", "H", "H", "H", "H", "C", "C", "N", "H", "H", "H"], "positions_angstrom": [[-4.102, -0.211, 0.581], [-4.187, 0.718, -0.626], [-3.514, 0.007, -1.861], [-5.684, 1.060, -0.888], [-5.836, 2.244, -1.914], [-5.006, 3.433, -1.476], [-3.500, 3.081, -1.194], [-2.744, 2.841, -2.516], [-2.894, 4.191, -0.382], [-3.514, 1.930, -0.231], [-2.136, 1.610, 0.071], [-4.241, 0.349, 1.498], [-4.837, -0.998, 0.444], [-3.127, -0.747, 0.678], [-3.805, -1.040, -1.786], [-3.950, 0.329, -2.810], [-2.461, 0.138, -1.797], [-6.114, 0.112, -1.213], [-6.134, 1.349, 0.095], [-5.460, 2.001, -2.881], [-6.873, 2.573, -2.110], [-5.389, 3.659, -0.495], [-5.079, 4.345, -2.104], [-2.718, 3.741, -3.118], [-3.353, 2.164, -3.101], [-1.763, 2.462, -2.340], [-2.873, 5.103, -0.954], [-1.870, 3.877, -0.104], [-3.436, 4.329, 0.557], [-1.975, 1.931, 0.954], [-4.748, -5.756, 4.214], [-3.629, -5.546, 3.204], [-3.112, -4.143, 3.373], [-2.475, -6.499, 3.528], [-1.423, -6.560, 2.415], [-2.004, -6.918, 1.052], [-3.193, -6.030, 0.659], [-2.672, -4.657, 0.173], [-4.056, -6.761, -0.332], [-4.122, -5.963, 1.850], [-5.230, -5.078, 1.524], [-4.213, -5.712, 5.201], [-5.562, -5.029, 4.103], [-5.184, -6.758, 4.119], [-3.937, -3.410, 3.384], [-2.628, -4.032, 4.326], [-2.400, -3.869, 2.624], [-2.024, -6.119, 4.486], [-2.745, -7.569, 3.674], [-0.844, -5.617, 2.324], [-0.700, -7.378, 2.660], [-2.244, -8.020, 1.217], [-1.236, -6.932, 0.246], [-3.482, -4.021, -0.128], [-2.077, -4.963, -0.704], [-2.080, -4.182, 0.927], [-4.814, -6.124, -0.778], [-4.483, -7.623, 0.194], [-3.373, -7.070, -1.126], [-4.864, -4.192, 1.525], [4.396, -0.036, 3.151], [3.215, 0.948, 3.442], [1.944, 0.128, 3.517], [3.490, 1.711, 4.718], [2.693, 3.001, 4.888], [2.887, 3.890, 3.674], [2.495, 3.210, 2.415], [0.933, 3.116, 2.331], [2.951, 4.063, 1.253], [3.238, 1.940, 2.304], [2.894, 1.305, 1.101], [4.209, -0.624, 2.253], [5.360, 0.480, 3.131], [4.453, -0.743, 3.952], [2.086, -0.835, 4.015], [1.189, 0.734, 4.028], [1.591, -0.142, 2.517], [3.231, 0.956, 5.517], [4.568, 1.910, 4.862], [1.638, 2.762, 4.996], [3.031, 3.547, 5.776], [3.970, 4.217, 3.609], [2.287, 4.797, 3.721], [0.509, 4.087, 2.177], [0.545, 2.709, 3.250], [0.564, 2.437, 1.534], [4.018, 4.144, 1.103], [2.558, 5.047, 1.511], [2.491, 3.764, 0.307], [3.587, 1.521, 0.488], [3.893, 0.273, -6.057], [4.446, 1.190, -5.005], [5.683, 0.513, -4.340], [4.988, 2.520, -5.611], [5.310, 3.585, -4.574], [4.109, 3.801, -3.683], [3.649, 2.506, -3.042], [4.640, 2.047, -1.969], [2.371, 2.727, -2.195], [3.339, 1.505, -4.072], [2.860, 0.332, -3.423], [2.867, 0.583, -6.246], [4.453, 0.257, -6.970], [3.895, -0.710, -5.571], [6.380, 1.228, -3.899], [5.403, -0.327, -3.704], [6.131, 0.041, -5.201], [5.815, 2.295, -6.281], [4.292, 2.935, -6.282], [6.263, 3.303, -4.075], [5.542, 4.525, -5.063], [3.336, 4.256, -4.288], [4.306, 4.437, -2.812], [4.582, 2.889, -1.222], [5.660, 1.922, -2.309], [4.325, 1.097, -1.501], [2.389, 3.618, -1.544], [2.143, 1.800, -1.625], [1.470, 2.814, -2.803], [2.099, -0.010, -3.935], [1.046, -0.733, -0.535], [0.304, -1.548, 0.419], [-0.323, -2.164, 1.169], [1.656, -0.048, 0.046], [0.164, -0.259, -1.011], [1.621, -1.296, -1.238]], "lowdin_charge": [-0.045, -0.525, -0.010, -0.093, -0.172, -0.138, -0.499, -0.016, -0.047, -0.084, -0.054, 0.085, 0.075, 0.082, 0.078, 0.068, 0.057, 0.113, 0.130, 0.078, 0.115, 0.104, 0.133, 0.086, 0.052, 0.069, 0.082, 0.081, 0.092, 0.088, -0.041, -0.551, -0.038, -0.147, -0.200, -0.153, -0.524, -0.016, -0.048, -0.059, -0.037, 0.099, 0.081, 0.088, 0.095, 0.086, 0.041, 0.128, 0.129, 0.111, 0.118, 0.136, 0.126, 0.070, 0.098, 0.019, 0.079, 0.097, 0.083, 0.062, -0.028, -0.503, -0.023, -0.144, -0.171, -0.162, -0.533, -0.005, -0.040, -0.071, -0.059, 0.078, 0.084, 0.068, 0.093, 0.078, 0.062, 0.139, 0.124, 0.097, 0.116, 0.148, 0.122, 0.075, 0.056, 0.087, 0.089, 0.090, 0.050, 0.065, -0.039, -0.506, -0.029, -0.131, -0.182, -0.129, -0.515, -0.032, -0.038, -0.083, -0.045, 0.091, 0.083, 0.088, 0.063, 0.089, 0.076, 0.123, 0.101, 0.113, 0.109, 0.127, 0.125, 0.098, 0.056, 0.090, 0.072, 0.069, 0.084, 0.119, -0.044, -0.271, 0.150, 0.048, 0.091, 0.075]}